Below is a structure of composition C29H46F3IN7O9PS3Ti at a distorted geometry, with properties calculated with the ωB97M-V functional and the def2-TZVPD basis.

Structure (ORCA input):
```
! wB97M-V def2-TZVPD RIJCOSX def2/J DEFGRID3
* xyz 0 1
I 3.197 -1.692 -2.075
Ti 0.408 -0.628 0.484
S 1.412 -3.284 0.954
S 2.027 2.671 -1.715
S 2.114 -1.643 7.863
P -3.982 0.768 -0.396
F 3.073 -4.795 -0.424
F 3.002 -5.242 1.688
F 4.056 -3.491 0.997
O 0.774 -3.169 -0.357
O -0.929 0.594 0.555
O 1.046 -1.050 8.650
O -0.494 1.729 2.500
O 1.905 -1.903 1.286
O 0.664 -3.949 1.966
O -1.467 -1.780 -0.147
O 3.318 -0.832 7.770
O 2.334 -3.056 8.109
N 3.843 0.288 0.508
N 2.056 2.743 2.381
N -0.168 1.693 1.334
N -0.517 -1.213 2.461
N 0.550 -0.365 -1.739
N 3.541 1.250 1.463
N 1.282 0.982 1.052
C -4.793 1.572 2.251
C 2.998 -4.270 0.800
C -5.784 0.334 -2.515
C -6.843 0.361 -0.241
C -2.898 3.263 0.112
C 1.451 -1.599 6.197
C 1.249 -1.164 -2.553
C 1.779 -0.565 5.340
C -3.445 2.766 -2.230
C -0.103 -2.425 4.552
C 0.512 -2.536 5.787
C 2.095 2.381 -3.489
C 1.030 4.168 -1.698
C -5.585 0.003 -1.033
C -3.822 -0.588 2.015
C -5.372 -1.514 -0.933
C -4.916 1.367 3.617
C -4.490 0.179 4.191
C -0.523 0.283 -2.239
C 0.799 -1.510 -3.820
C 1.170 -0.442 4.103
C -0.375 -0.939 -4.279
C -1.010 0.019 -3.504
C 2.264 1.644 1.623
C -3.949 -0.805 3.380
C 0.216 -1.363 3.715
C -4.236 0.601 1.417
C -5.276 3.397 -0.693
C -3.961 2.617 -0.788
H -2.791 4.311 -0.179
H -0.947 1.038 -1.594
H -4.142 2.384 -2.973
H 0.060 3.994 -2.167
H -4.570 0.024 5.258
H -0.757 -1.200 -5.257
H -6.280 -2.028 -1.258
H -1.054 -2.064 2.303
H -6.014 3.048 -1.413
H -6.577 -0.301 -2.919
H -1.197 -0.463 2.587
H 2.525 0.147 5.669
H -3.289 3.828 -2.439
H 2.825 3.081 2.936
H -1.928 2.778 -0.006
H -5.344 2.145 4.235
H 4.371 -0.467 0.927
H -3.607 -1.736 3.814
H -3.143 3.228 1.171
H -4.553 -1.845 -1.578
H 4.328 0.705 -0.277
H -1.868 0.569 -3.863
H -6.760 0.047 0.800
H -3.384 -1.371 1.408
H -7.703 -0.154 -0.678
H -0.821 -3.171 4.231
H -2.116 -1.142 -0.512
H 0.862 4.435 -0.656
H -5.139 2.510 1.847
H -5.162 -1.836 0.087
H -5.737 3.368 0.290
H 1.534 4.992 -2.200
H 1.384 -2.181 -4.430
H -7.057 1.428 -0.254
H -2.488 2.261 -2.367
H -6.080 1.367 -2.682
H 2.694 1.486 -3.657
H 1.096 2.214 -3.894
H -4.879 0.137 -3.095
H 0.273 -3.355 6.453
H 2.561 3.211 -4.018
H -1.331 -2.498 -0.780
H 1.425 0.377 3.457
H 4.266 1.875 1.790
H 1.132 2.823 2.785
H -5.070 4.446 -0.925
*
```

The calculation puts the relative energy (zero: lowest compared OMol25 entry of this formula, charge and spin) at 4.162 eV. Its calculated total energy is -5175.72699 Eh.

Below is a structure of composition C29H46NdP2S at a distorted geometry, with properties calculated with the ωB97M-V functional and the def2-TZVPD basis.

Structure (ORCA input):
```
! wB97M-V def2-TZVPD RIJCOSX def2/J DEFGRID3
* xyz 1 4
Nd 0.284 0.084 0.805
S 2.402 -0.898 2.359
P -0.838 -2.083 -0.359
P -0.585 1.569 -1.414
C 3.067 0.772 4.444
C 0.993 2.444 -1.891
C -2.018 1.726 -2.531
C 0.140 0.541 -4.163
C -2.532 -1.540 2.834
C -0.677 1.704 3.033
C 0.570 -3.257 -0.268
C -0.913 0.377 3.476
C 1.597 -1.488 -4.449
C 3.450 0.154 3.226
C -1.870 -0.225 2.606
C -2.269 0.759 1.642
C -0.884 0.063 -5.146
C 0.103 2.731 3.777
C 4.773 0.378 2.765
C -1.273 -1.956 -3.575
C -0.212 -0.221 -1.488
C -1.326 -1.410 -4.967
C -0.454 -0.216 4.753
C 5.662 1.174 3.491
C -3.472 0.647 0.770
C -2.403 -2.833 -0.770
C 1.103 -2.782 -3.770
C -0.239 -2.699 -3.107
C 5.275 1.773 4.695
C -1.523 1.955 1.908
C 1.204 -0.207 -3.772
C 3.963 1.577 5.155
C -1.780 3.285 1.294
H -0.434 -3.531 -2.414
H 1.977 0.198 -3.118
H -2.210 -1.873 -3.015
H -0.723 -0.578 -2.364
H 0.502 -0.751 4.625
H -0.025 3.727 3.337
H -2.918 1.767 -1.897
H -1.985 3.211 0.214
H -1.755 0.733 -5.123
H -0.461 0.142 -6.162
H -2.372 -1.465 -5.302
H -3.559 1.497 0.088
H -2.825 -3.260 0.156
H -0.305 0.557 5.523
H -0.195 2.783 4.840
H 1.843 -3.120 -3.032
H 5.075 -0.104 1.831
H 1.480 2.117 -2.827
H 0.076 1.626 -3.990
H 0.878 -0.408 -1.513
H 3.637 2.046 6.082
H 1.236 -2.988 0.581
H -2.654 3.779 1.763
H -1.932 2.667 -3.098
H 0.169 -4.277 -0.106
H -3.464 -0.273 0.173
H 1.730 2.336 -1.064
H 1.073 -3.565 -4.543
H 1.180 -3.234 -1.190
H 0.720 3.509 -1.969
H -3.361 -1.437 3.558
H -2.140 0.874 -3.219
H -4.382 0.628 1.393
H -2.952 -1.967 1.912
H -1.830 -2.276 3.247
H 1.254 -1.489 -5.491
H -0.916 3.955 1.411
H -3.116 -2.076 -1.133
H -0.728 -2.034 -5.652
H 6.676 1.320 3.115
H 5.981 2.378 5.278
H -1.176 -0.953 5.137
H 2.057 0.589 4.831
H 2.694 -1.550 -4.463
H -2.311 -3.621 -1.526
H 1.175 2.494 3.753
*
```

The expectation value of S² is 3.76. Its calculated total energy is -2774.51448 Eh.

Below is a structure of composition C29H46P2SeTm at a distorted geometry, with properties calculated with the ωB97M-V functional and the def2-TZVPD basis.

Structure (ORCA input):
```
! wB97M-V def2-TZVPD RIJCOSX def2/J DEFGRID3
* xyz 1 3
Tm 1.543 -1.098 0.148
Se 3.651 0.856 0.382
P -0.124 0.826 -2.606
P -0.637 -0.612 -0.848
C -2.733 1.787 -3.774
C 0.913 0.167 3.746
C -1.654 -0.916 2.326
C -4.186 1.392 -4.037
C 2.201 3.703 3.111
C 0.593 0.403 -4.207
C -5.229 1.510 -2.952
C -0.297 -1.526 2.230
C -3.935 2.546 -1.013
C 4.071 1.630 3.080
C 0.876 -1.031 2.860
C 3.315 1.896 1.922
C -2.810 0.393 -1.789
C 3.297 -1.874 3.230
C 0.012 -2.803 1.671
C 2.862 -2.549 -1.163
C 0.178 2.577 -2.422
C -1.974 0.637 -2.959
C 3.864 2.351 4.248
C -0.941 -2.110 -1.961
C 2.385 2.967 1.945
C -0.973 -3.778 1.127
C -2.889 1.409 -0.746
C 0.991 0.060 -1.543
C 2.922 3.398 4.273
C 1.920 -1.974 2.663
C -5.167 2.050 -1.719
C 1.383 -3.078 1.941
C 2.061 -4.374 1.649
H -2.283 -1.165 1.464
H 1.265 1.238 -4.432
H 1.108 1.082 3.174
H -2.674 2.744 -3.233
H 3.806 -2.842 3.202
H 0.893 2.788 -3.231
H 1.161 -0.532 -4.177
H -6.191 1.127 -3.293
H -0.456 -3.015 -1.567
H 1.491 4.540 3.118
H 3.906 -1.154 2.666
H -0.488 -4.472 0.428
H -2.206 1.969 -4.722
H -4.194 0.358 -4.397
H -4.223 2.968 -0.035
H 4.444 2.110 5.141
H -1.896 1.914 -0.657
H -2.015 -0.230 -3.632
H 1.578 0.783 -0.844
H -6.086 2.116 -1.127
H 1.918 -4.683 0.608
H -3.463 3.384 -1.558
H -2.036 -2.243 -1.916
H -0.219 0.362 -4.943
H 2.776 3.969 5.188
H -4.527 1.985 -4.898
H -2.178 -1.270 3.231
H -0.738 3.156 -2.595
H 3.137 -4.297 1.834
H 2.417 -3.547 -1.324
H -0.637 -1.952 -3.004
H -1.589 0.177 2.391
H 4.830 0.840 3.043
H 0.633 2.821 -1.454
H 1.834 3.204 1.032
H -1.409 -4.387 1.936
H 3.737 -2.681 -0.496
H 1.714 -0.714 -1.952
H -3.108 0.940 0.233
H -3.576 -0.404 -1.824
H 3.258 -2.200 -2.131
H -1.805 -3.292 0.608
H 1.711 0.077 4.493
H 1.666 -5.177 2.289
H 3.264 -1.529 4.272
H -0.038 0.295 4.274
*
```

The expectation value of S² is 2.10. The calculation puts the relative energy (zero: lowest compared OMol25 entry of this formula, charge and spin) at 0.803 eV. Its calculated total energy is -5301.48121 Eh.